Computed, not measured: a structure of composition C49H57GeN4OSbV at a distorted geometry, with ωB97M-V/def2-TZVPD.

Results
Frontier orbital gap (spin up / spin down): 7.28 / 6.97 eV
Electronic energy: -148482.7217 eV
Charge: +1
Highest occupied orbital energy (spin up / spin down): -10.19 / -9.95 eV
Multiplicity: 3
Molecular weight: 963.3 g mol⁻¹

Geometry (Å):
V (-0.05, 0.67, 0.49)
C (-1.90, -2.83, 3.76)
C (-1.37, -3.19, 2.39)
C (0.01, -3.45, 2.27)
C (0.82, -3.47, 3.54)
C (0.57, -3.75, 1.02)
C (2.00, -4.21, 0.85)
C (-0.25, -3.73, -0.12)
C (0.38, -3.99, -1.47)
C (-1.63, -3.57, 0.01)
C (-2.53, -3.71, -1.20)
C (-2.19, -3.33, 1.27)
C (-3.70, -3.35, 1.39)
H (-1.46, -1.89, 4.09)
H (-1.63, -3.60, 4.49)
H (-2.97, -2.72, 3.78)
H (0.67, -2.55, 4.12)
H (1.88, -3.58, 3.38)
H (0.50, -4.30, 4.18)
H (1.99, -5.18, 0.35)
H (2.53, -4.33, 1.79)
H (2.58, -3.53, 0.22)
H (1.36, -3.52, -1.54)
H (-0.23, -3.60, -2.28)
H (0.51, -5.06, -1.64)
H (-2.72, -2.73, -1.65)
H (-3.49, -4.14, -0.93)
H (-2.10, -4.35, -1.95)
H (-4.04, -4.37, 1.20)
H (-4.18, -2.70, 0.67)
H (-4.05, -3.08, 2.38)
C (3.15, -0.74, 2.91)
C (3.15, 0.11, 4.00)
C (2.12, 1.04, 4.11)
C (1.15, 1.10, 3.12)
N (1.22, 0.33, 2.01)
C (2.19, -0.60, 1.94)
C (-0.04, 1.94, 3.15)
C (-0.50, 2.63, 4.27)
C (-1.70, 3.32, 4.20)
C (-2.41, 3.34, 3.01)
C (-1.93, 2.66, 1.90)
C (-0.75, 1.92, 1.95)
H (3.91, -1.51, 2.81)
H (3.92, 0.05, 4.76)
H (2.07, 1.71, 4.95)
H (2.19, -1.23, 1.06)
H (0.05, 2.61, 5.20)
H (-2.07, 3.84, 5.07)
H (-3.35, 3.88, 2.95)
H (-2.50, 2.72, 0.98)
C (-5.20, 0.13, 2.31)
Sb (-4.01, 0.11, 0.51)
C (-4.75, 2.08, -0.07)
C (-5.54, -0.78, -0.76)
H (-6.25, 0.33, 2.07)
H (-4.83, 0.92, 2.97)
H (-5.13, -0.82, 2.84)
H (-5.74, 1.97, -0.51)
H (-4.10, 2.57, -0.79)
H (-4.83, 2.72, 0.81)
H (-6.51, -0.51, -0.36)
H (-5.47, -1.86, -0.81)
H (-5.44, -0.38, -1.77)
C (5.33, -2.77, -1.57)
C (5.32, -1.97, -0.44)
C (4.33, -1.01, -0.28)
C (3.34, -0.81, -1.25)
C (3.37, -1.63, -2.38)
C (4.36, -2.59, -2.54)
Ge (1.99, 0.68, -1.14)
C (3.13, 2.34, -1.07)
C (4.41, 2.31, -0.53)
C (5.16, 3.47, -0.38)
C (4.65, 4.69, -0.79)
C (3.39, 4.74, -1.38)
C (2.65, 3.57, -1.51)
C (1.28, 0.64, -3.02)
C (1.69, 1.57, -3.97)
C (1.28, 1.47, -5.29)
C (0.46, 0.43, -5.69)
C (0.06, -0.52, -4.76)
C (0.45, -0.40, -3.44)
H (6.10, -3.52, -1.70)
H (6.08, -2.09, 0.32)
H (4.34, -0.39, 0.61)
H (2.63, -1.51, -3.15)
H (4.38, -3.20, -3.44)
H (4.85, 1.37, -0.23)
H (6.16, 3.42, 0.04)
H (5.23, 5.60, -0.67)
H (3.00, 5.68, -1.75)
H (1.69, 3.62, -2.01)
H (2.37, 2.36, -3.69)
H (1.60, 2.22, -6.01)
H (0.17, 0.33, -6.73)
H (-0.57, -1.35, -5.07)
H (0.11, -1.14, -2.72)
C (-2.74, 1.41, -3.33)
N (-1.92, 2.23, -2.44)
C (-1.85, 3.58, -2.54)
C (-1.14, 4.32, -1.66)
C (-0.43, 3.64, -0.63)
N (-0.46, 2.31, -0.59)
C (-1.23, 1.60, -1.43)
O (-1.31, 0.38, -1.23)
N (0.25, 4.30, 0.30)
H (-3.24, 2.06, -4.05)
H (-3.49, 0.87, -2.75)
H (-2.11, 0.69, -3.85)
H (-2.42, 4.03, -3.34)
H (-1.12, 5.40, -1.72)
H (0.32, 5.30, 0.27)
H (0.77, 3.78, 0.99)

Mulliken atomic charge list, values in e, 6 entries: -1.290 -1.984 0.678 1.734 -2.469 0.479

Computed, not measured: a cluster of 12 separate species, C40H112N8O12 in total at a distorted geometry, with ωB97M-V/def2-TZVPD.

Results
Frontier orbital gap (spin up / spin down): 9.03 / 3.62 eV
Electronic energy: -79768.0451 eV
Charge: +1
Highest occupied orbital energy (spin up / spin down): -11.18 / -11.18 eV
Multiplicity: 2
Molecular weight: 897.4 g mol⁻¹

Geometry (Å):
C (-2.83, -2.62, -0.80)
C (-2.40, -3.30, 0.48)
C (-1.54, -4.50, 0.23)
O (-1.59, -5.39, 1.31)
C (-0.86, -6.61, 1.04)
N (-1.69, -2.25, 1.18)
H (-3.34, -3.33, -1.45)
H (-2.10, -2.14, -1.45)
H (-3.52, -1.77, -0.75)
H (-3.32, -3.53, 1.01)
H (-0.56, -4.29, -0.20)
H (-1.99, -5.08, -0.58)
H (0.07, -6.58, 0.48)
H (-1.47, -7.39, 0.58)
H (-0.65, -7.05, 2.01)
H (-2.31, -1.46, 1.35)
H (-1.45, -2.59, 2.10)
C (0.97, 1.79, -0.16)
C (0.36, 0.37, -0.05)
C (1.21, -0.78, -0.70)
O (1.60, -0.44, -2.03)
C (1.34, -1.47, -2.98)
N (0.30, 0.10, 1.40)
H (1.99, 2.06, 0.13)
H (0.31, 2.54, 0.29)
H (1.01, 2.04, -1.22)
H (-0.66, 0.39, -0.45)
H (0.53, -1.63, -0.77)
H (2.11, -1.02, -0.14)
H (0.26, -1.54, -3.10)
H (1.74, -2.46, -2.80)
H (1.65, -1.17, -3.98)
H (-0.15, -0.80, 1.39)
H (-0.39, 0.80, 1.64)
C (-3.00, -5.89, 6.06)
C (-2.61, -4.87, 5.00)
C (-1.15, -4.53, 4.85)
O (-0.96, -3.36, 4.03)
C (0.42, -3.17, 3.52)
N (-3.29, -5.15, 3.76)
H (-2.60, -5.84, 7.07)
H (-2.59, -6.86, 5.77)
H (-4.05, -6.15, 6.16)
H (-3.13, -3.98, 5.35)
H (-0.67, -5.37, 4.35)
H (-0.68, -4.34, 5.81)
H (1.18, -3.42, 4.26)
H (0.60, -2.11, 3.32)
H (0.44, -3.91, 2.72)
H (-2.60, -5.14, 3.03)
H (-3.58, -4.25, 3.40)
C (-6.22, -1.69, 1.50)
C (-6.16, -0.21, 2.00)
C (-4.84, 0.40, 1.51)
O (-3.73, -0.34, 1.74)
C (-3.43, -0.35, 3.06)
N (-7.24, 0.62, 1.34)
H (-5.62, -2.29, 2.19)
H (-5.79, -1.96, 0.54)
H (-7.26, -2.01, 1.38)
H (-6.23, -0.12, 3.08)
H (-4.58, 1.38, 1.92)
H (-4.86, 0.56, 0.43)
H (-4.21, -0.40, 3.82)
H (-2.85, 0.53, 3.35)
H (-2.79, -1.20, 3.29)
H (-7.09, 0.82, 0.36)
H (-8.08, 0.08, 1.44)
C (0.21, 8.32, -0.35)
C (0.05, 7.61, 1.03)
C (1.28, 6.75, 1.40)
O (1.18, 5.39, 0.81)
C (1.70, 5.19, -0.46)
N (-0.24, 8.64, 2.01)
H (0.93, 9.14, -0.25)
H (-0.73, 8.79, -0.63)
H (0.52, 7.66, -1.16)
H (-0.84, 6.98, 1.09)
H (1.29, 6.37, 2.43)
H (2.24, 7.19, 1.13)
H (2.19, 4.22, -0.48)
H (2.52, 5.80, -0.85)
H (0.86, 5.18, -1.16)
H (-0.78, 9.31, 1.47)
H (-0.95, 8.36, 2.67)
C (3.52, 3.06, -3.53)
C (2.03, 3.17, -3.85)
C (1.79, 4.12, -5.04)
O (2.08, 5.52, -4.82)
C (1.75, 6.41, -5.85)
N (1.50, 1.80, -4.18)
H (3.66, 2.41, -2.66)
H (4.00, 3.99, -3.25)
H (4.11, 2.61, -4.33)
H (1.31, 3.50, -3.10)
H (0.76, 4.04, -5.37)
H (2.32, 3.76, -5.92)
H (1.83, 7.45, -5.52)
H (0.77, 6.15, -6.24)
H (2.47, 6.40, -6.68)
H (0.58, 1.83, -4.59)
H (1.38, 1.42, -3.25)
C (2.73, 2.64, 2.72)
C (3.12, 1.40, 3.50)
C (2.16, 1.21, 4.64)
O (2.64, 0.05, 5.24)
C (1.75, -0.69, 6.13)
N (3.23, 0.40, 2.50)
H (3.44, 2.70, 1.90)
H (2.95, 3.45, 3.43)
H (1.68, 2.63, 2.44)
H (4.07, 1.53, 4.02)
H (1.16, 1.04, 4.24)
H (2.26, 1.94, 5.45)
H (0.88, -1.13, 5.63)
H (1.29, -0.10, 6.92)
H (2.40, -1.47, 6.53)
H (3.52, -0.52, 2.80)
H (2.33, 0.34, 2.03)
C (5.46, -2.99, -1.27)
C (4.69, -2.98, 0.03)
C (4.75, -4.36, 0.73)
O (3.93, -5.22, 0.01)
C (2.48, -5.12, -0.01)
N (5.40, -2.01, 0.87)
H (5.09, -2.25, -1.98)
H (5.44, -3.93, -1.80)
H (6.53, -2.85, -1.09)
H (3.68, -2.86, -0.36)
H (4.46, -4.28, 1.78)
H (5.77, -4.73, 0.79)
H (2.08, -5.91, -0.64)
H (2.04, -4.19, -0.37)
H (2.25, -5.33, 1.03)
H (5.60, -1.10, 0.47)
H (5.31, -1.86, 1.87)
C (-1.87, 3.87, -2.01)
C (-1.83, 5.36, -1.94)
O (-3.04, 5.97, -2.25)
H (-2.67, 3.46, -1.40)
H (-0.92, 3.35, -1.84)
H (-2.04, 3.60, -3.05)
H (-1.01, 5.72, -2.56)
H (-1.56, 5.64, -0.92)
H (-3.36, 6.37, -1.44)
C (0.22, -4.55, -4.88)
C (0.11, -6.12, -4.87)
O (0.10, -6.36, -6.29)
H (-0.54, -4.09, -4.25)
H (-0.11, -4.16, -5.84)
H (1.24, -4.27, -4.62)
H (-0.70, -6.47, -4.23)
H (0.98, -6.68, -4.51)
H (-0.34, -7.21, -6.32)
C (0.48, -2.33, -8.42)
C (-0.11, -1.53, -7.32)
O (-1.51, -1.76, -7.50)
H (0.04, -2.13, -9.40)
H (0.30, -3.35, -8.08)
H (1.54, -2.05, -8.47)
H (0.17, -0.48, -7.39)
H (0.36, -1.99, -6.45)
H (-1.75, -1.33, -8.33)
C (-0.21, 3.99, 3.78)
C (-1.30, 4.20, 2.78)
O (-2.44, 4.22, 3.56)
H (0.74, 4.27, 3.31)
H (-0.10, 2.98, 4.16)
H (-0.31, 4.64, 4.65)
H (-1.45, 3.33, 2.13)
H (-1.19, 5.03, 2.09)
H (-3.18, 4.45, 2.98)

Mulliken atomic charge list, values in e, 6 entries: -1.997 1.239 -1.039 -0.422 -0.823 1.195

Computed, not measured: an isolated molecule of C3H3N5 at a distorted geometry, with ωB97M-V/def2-TZVPD.

Results
Frontier orbital gap: 8.80 eV
Electronic energy: -10604.9733 eV
SMILES: [H]/N=c1\cnnncn1
Highest occupied orbital energy: -10.03 eV
Molecular weight: 109.1 g mol⁻¹

Geometry (Å):
H (2.13, 0.42, 1.56)
N (1.98, -0.08, 0.71)
C (0.76, -0.27, 0.52)
C (-0.46, 0.51, 0.99)
N (-1.03, 1.35, 0.25)
N (-0.73, 1.51, -1.07)
N (-0.69, 0.34, -1.65)
C (-0.61, -0.95, -1.06)
N (0.33, -1.41, -0.31)
H (-0.74, 0.17, 1.99)
H (-0.93, -1.58, -1.93)

Mulliken atomic charge list, values in e, 6 entries: 0.268 -0.610 0.521 -0.031 -0.121 -0.290

Computed, not measured: a structure of composition C3H6N2OS at a distorted geometry, with ωB97M-V/def2-TZVPD.

Results
Frontier orbital gap: 9.24 eV
Electronic energy: -19066.7689 eV
Highest occupied orbital energy: -8.93 eV
Molecular weight: 118.2 g mol⁻¹

Geometry (Å):
C (0.46, -0.23, 0.07)
C (-1.31, 1.05, -0.19)
C (-1.74, -0.49, -0.02)
H (4.08, 0.54, 1.11)
H (1.92, -1.74, -0.22)
H (-2.04, 1.56, 0.46)
H (-1.60, 1.59, -1.21)
H (-2.16, -0.91, 1.04)
H (-2.34, -0.82, -0.83)
N (1.78, -0.51, 0.33)
N (0.11, 1.03, 0.08)
O (-0.46, -1.18, -0.33)
S (3.29, 0.13, -0.30)

Mulliken atomic charge list, values in e, 6 entries: 0.415 -0.298 -0.273 0.165 0.363 0.258